1.
A cluster of 5 separate species, C39H49BIN5O21P in total in a non-equilibrium geometry. Source: OMol25; level of theory: ωB97M-V/def2-TZVPD.

**Electronic energy**: -109746.493 eV
**Net charge**: +1
**Frontier orbital gap**: 7.191 eV
**Largest force on an atom**: 1.95 eV/Å
**E_LUMO**: -0.1416 Ha

Structure (XYZ):
```
117
Properties=species:S:1:pos:R:3:lowdin_charge:R:1
C 0.074 4.810 1.474 -0.08
C -0.949 4.466 0.373 -0.20
C -2.359 4.190 0.838 -0.14
O -2.565 2.815 1.282 -0.06
N -2.336 1.965 0.228 0.11
C -1.677 0.832 0.354 -0.28
N -1.445 0.124 -0.782 0.17
C -0.425 -0.936 -0.624 -0.28
C -0.187 -1.713 -1.929 -0.12
C 1.288 -1.705 -2.345 -0.18
C 2.207 -2.410 -1.350 -0.17
C 3.676 -2.165 -1.668 -0.17
O 4.523 -2.607 -0.593 -0.03
C 4.604 -1.767 0.453 -0.38
O 4.941 -0.645 0.376 0.13
C -0.851 -1.838 0.517 -0.12
C -1.358 -1.067 1.769 -0.52
C -2.864 -1.382 1.993 -0.18
C -3.256 -2.669 2.720 -0.22
C -3.059 -4.000 1.977 -0.27
N -2.942 -5.088 2.958 0.01
P -0.138 -1.507 3.143 0.59
O -0.307 -3.140 3.215 -0.38
I -1.260 -0.881 5.195 0.60
N -1.278 0.430 1.582 0.11
B -0.098 1.265 2.107 -0.81
N -0.285 1.996 3.288 0.24
O 1.091 1.349 1.420 0.16
H -0.437 5.059 2.409 0.07
H 0.715 3.954 1.703 0.04
H 0.713 5.642 1.183 0.09
H -0.592 3.617 -0.217 0.09
H -1.003 5.301 -0.332 0.12
H -3.089 4.363 0.037 0.13
H -2.650 4.805 1.690 0.14
H -2.686 2.262 -0.676 0.19
H -1.226 0.741 -1.566 0.13
H 0.520 -0.439 -0.368 0.13
H -0.779 -1.263 -2.732 0.12
H -0.511 -2.750 -1.803 0.12
H 1.398 -2.173 -3.326 0.13
H 1.607 -0.662 -2.443 0.11
H 2.004 -3.486 -1.332 0.13
H 2.026 -2.044 -0.329 0.10
H 3.864 -1.104 -1.857 0.12
H 3.992 -2.729 -2.546 0.14
H 4.328 -2.236 1.405 0.14
H -1.678 -2.455 0.161 0.11
H -0.026 -2.526 0.731 0.10
H -3.268 -0.535 2.554 0.11
H -3.350 -1.353 1.006 0.12
H -4.324 -2.581 2.950 0.12
H -2.756 -2.764 3.678 0.02
H -3.910 -4.176 1.311 0.11
H -2.145 -3.986 1.383 0.08
H -2.071 -5.580 2.830 0.04
H -3.718 -5.733 2.928 0.07
H 0.519 -3.531 2.890 0.06
H 0.546 2.512 3.558 0.07
H -1.133 2.538 3.373 0.10
H 1.467 0.507 1.133 0.09
C 3.491 2.314 -3.915 0.09
C 2.489 2.428 -3.033 -0.24
C 1.046 2.197 -3.424 -0.30
O 0.210 2.309 -2.532 0.05
C 0.731 1.864 -4.787 0.07
C 1.736 1.759 -5.669 -0.21
C 3.184 1.967 -5.291 -0.30
O 4.007 1.825 -6.171 0.13
O 1.542 1.464 -6.944 0.13
O 2.671 2.734 -1.755 0.12
H 4.526 2.472 -3.645 0.14
H -0.296 1.710 -5.094 0.10
H 2.423 1.449 -7.372 0.13
H 1.791 2.748 -1.336 0.10
C 0.342 -7.347 5.133 0.08
C 0.364 -7.645 3.831 -0.24
C 0.601 -9.045 3.317 -0.31
O 0.582 -9.183 2.105 0.10
C 0.832 -10.105 4.271 0.08
C 0.815 -9.815 5.581 -0.23
C 0.558 -8.415 6.095 -0.31
O 0.549 -8.263 7.300 0.12
O 1.014 -10.709 6.533 0.13
O 0.179 -6.755 2.856 0.08
H 0.166 -6.348 5.507 0.14
H 1.013 -11.102 3.895 0.14
H 0.942 -10.234 7.385 0.13
H 0.247 -7.268 2.023 0.12
C -3.232 1.675 -9.572 0.08
C -2.390 1.700 -8.529 -0.23
C -2.878 1.915 -7.114 -0.30
O -2.033 1.905 -6.229 0.07
C -4.285 2.119 -6.882 0.07
C -5.129 2.098 -7.926 -0.23
C -4.649 1.862 -9.343 -0.31
O -5.502 1.847 -10.208 0.12
O -6.432 2.273 -7.823 0.13
O -1.081 1.537 -8.655 0.12
H -2.895 1.520 -10.588 0.14
H -4.620 2.285 -5.868 0.13
H -6.793 2.203 -8.731 0.13
H -0.674 1.590 -7.771 0.09
C 3.717 5.659 3.662 0.08
C 4.138 6.857 4.100 -0.23
C 3.275 7.743 4.974 -0.30
O 3.756 8.801 5.325 0.12
C 1.947 7.280 5.336 0.08
C 1.536 6.085 4.897 -0.23
C 2.403 5.201 4.033 -0.30
O 1.931 4.127 3.683 0.05
O 0.345 5.565 5.180 0.11
O 5.319 7.369 3.816 0.13
H 4.325 5.020 3.035 0.14
H 1.335 7.918 5.957 0.14
H 0.334 4.685 4.758 0.10
H 5.365 8.238 4.264 0.13
```

***

2.
A structure of composition C39H49BN2O5Y in a non-equilibrium geometry. Source: OMol25; level of theory: ωB97M-V/def2-TZVPD.

**Electronic energy**: -56175.725 eV
**Net charge**: 0
**Multiplicity**: 2
**Frontier orbital gap (alpha / beta)**: 5.182 / 5.235 eV
**Largest force on an atom**: 6.48 eV/Å
**E_LUMO (alpha / beta)**: -0.0591 / -0.0598 Ha
**⟨S²⟩**: 0.78

Structure (XYZ):
```
97
Properties=species:S:1:pos:R:3:mulliken_spin:R:1
Y 0.835 -2.081 0.753 -0.03
C -0.885 4.572 1.999 0.00
C -2.035 3.686 2.522 0.00
C -3.414 4.305 2.098 0.00
C -1.933 3.661 4.047 0.00
C -1.888 2.221 1.998 -0.03
C -0.767 1.829 1.281 0.04
C -0.675 0.582 0.654 -0.08
N 0.525 0.056 0.067 0.36
C 1.230 0.518 -0.995 0.09
C 0.986 1.693 -1.716 0.13
C 1.845 2.069 -2.753 -0.02
C 2.918 1.268 -3.081 0.07
C 3.157 0.005 -2.484 -0.06
C 2.275 -0.412 -1.477 0.22
O 2.282 -1.606 -0.892 0.11
C 4.298 -0.738 -3.078 0.02
C 5.570 0.147 -2.968 0.00
C 4.032 -1.091 -4.547 0.00
C 4.633 -2.070 -2.308 0.00
C 1.874 3.474 -3.422 0.01
C 0.550 4.195 -3.087 0.00
C 3.131 4.239 -2.955 0.01
C 1.873 3.270 -4.974 0.01
C -1.680 -0.402 0.981 0.04
O -1.371 -1.651 0.944 0.02
C -2.905 0.042 1.582 -0.01
C -2.923 1.307 2.154 0.04
C -4.114 -0.921 1.677 0.00
C -5.332 -0.259 2.291 0.00
C -4.464 -1.475 0.291 0.00
C -3.794 -2.073 2.626 0.00
H -1.161 5.607 2.336 0.00
H -0.823 4.621 0.882 0.00
H 0.123 4.427 2.424 0.00
H -3.496 5.370 2.368 0.00
H -4.224 3.729 2.571 0.00
H -3.582 4.261 1.031 0.00
H -1.863 4.664 4.487 0.00
H -1.011 3.114 4.358 0.00
H -2.705 3.078 4.532 0.00
H 0.069 2.493 1.045 0.00
H 0.065 2.207 -1.504 0.01
H 3.679 1.549 -3.799 0.02
H 5.492 1.120 -3.509 0.00
H 6.444 -0.425 -3.355 0.00
H 5.771 0.351 -1.911 0.00
H 4.272 -0.240 -5.220 0.00
H 2.962 -1.242 -4.754 0.00
H 4.530 -2.004 -4.848 0.00
H 5.089 -1.954 -1.266 0.00
H 5.339 -2.620 -2.979 0.00
H 3.777 -2.696 -2.077 0.00
H 0.405 4.483 -2.034 0.00
H -0.350 3.661 -3.396 0.00
H 0.540 5.156 -3.589 0.00
H 3.218 4.251 -1.826 0.00
H 3.116 5.314 -3.243 0.00
H 4.061 3.828 -3.362 0.00
H 1.136 2.533 -5.265 0.00
H 2.799 3.011 -5.385 0.00
H 1.637 4.299 -5.416 0.00
H -3.802 1.695 2.685 0.01
H -5.680 0.628 1.758 0.00
H -5.161 0.064 3.317 0.00
H -6.177 -0.998 2.359 0.00
H -4.605 -0.752 -0.538 0.00
H -5.401 -2.103 0.264 0.00
H -3.668 -2.190 0.015 0.00
H -3.786 -1.635 3.628 0.00
H -2.781 -2.533 2.507 0.00
H -4.582 -2.805 2.704 0.00
O -1.221 -4.919 0.100 0.00
B -0.069 -4.285 -0.460 -0.01
O 0.276 -5.011 -1.676 0.00
C -0.700 -5.967 -1.887 0.00
C -0.878 -6.835 -2.959 0.00
C -2.063 -7.627 -2.911 0.00
C -3.086 -7.482 -1.936 0.00
C -2.820 -6.628 -0.838 0.00
C -1.641 -5.879 -0.848 0.00
H -0.110 -7.030 -3.722 0.00
H -2.275 -8.391 -3.688 0.00
H -4.080 -7.968 -1.986 0.00
H -3.448 -6.697 0.059 0.00
O 1.505 -1.496 2.509 0.02
N 1.537 -0.954 3.809 0.00
C 2.753 -0.605 4.288 0.00
C 2.749 0.112 5.491 0.00
C 1.548 0.304 6.225 0.00
C 0.384 -0.305 5.760 0.00
C 0.359 -0.871 4.475 0.00
H 3.606 -0.922 3.645 0.00
H 3.757 0.358 5.879 0.00
H 1.553 0.874 7.151 0.00
H -0.556 -0.180 6.260 0.00
H -0.585 -1.275 4.036 0.00
```